{"formula": "C11H15N6PdS2", "method": "ωB97M-V/def2-TZVPD", "species": ["Pd", "C", "C", "N", "N", "C", "N", "S", "C", "C", "C", "C", "C", "N", "H", "H", "H", "H", "H", "H", "H", "H", "H", "S", "C", "N", "C", "C", "N", "H", "H", "H", "H", "H", "H"], "coordinates": [[0.8117, 0.7320, -0.3088], [3.7614, -1.3789, 1.8677], [2.8654, -0.7523, 0.8573], [1.7272, -0.2254, 1.1463], [1.2828, -0.1887, 2.4324], [0.1555, 0.4669, 2.5459], [-0.3778, 0.5667, 3.7705], [-0.7227, 1.2563, 1.2306], [3.2309, -0.7041, -0.5748], [4.3849, -1.2844, -1.0659], [4.6324, -1.2475, -2.4321], [3.7155, -0.6403, -3.2674], [2.5902, -0.0560, -2.7062], [2.3598, -0.0722, -1.3989], [3.2591, -1.4256, 2.8282], [4.6784, -0.7959, 1.9767], [4.0390, -2.3868, 1.5574], [0.0267, 0.0347, 4.5228], [-1.2779, 0.9904, 3.9000], [5.0798, -1.7642, -0.3927], [5.5302, -1.6971, -2.8338], [3.8593, -0.6045, -4.3372], [1.8509, 0.4427, -3.3187], [0.3080, 2.3033, -2.0854], [-0.5819, 3.4592, -1.1429], [-1.8988, 3.5556, -1.1178], [-2.3646, 4.5097, -0.1055], [-1.0481, 5.2055, 0.3040], [-0.0376, 4.3432, -0.3125], [-2.4813, 2.8831, -1.5884], [-2.8086, 3.9697, 0.7295], [-3.0959, 5.1977, -0.5215], [-0.9243, 5.2270, 1.3841], [-0.9775, 6.2209, -0.0854], [0.9259, 4.6130, -0.4209]], "mol_weight_g_mol": 401.8, "total_charge": 1, "max_force_ev_per_a": 1.2, "total_energy_ha": -1680.8332, "homo_lumo_gap_ev": 7.7, "relative_energy_kcal_mol": 4.7}



{"formula": "C10H10O6", "method": "ωB97M-V/def2-TZVPD", "species": ["C", "C", "O", "C", "C", "C", "C", "O", "O", "C", "C", "C", "O", "C", "O", "O", "H", "H", "H", "H", "H", "H", "H", "H", "H", "H"], "coordinates": [[1.7216, -1.7233, -2.1902], [0.3964, -1.7741, -1.7621], [0.1408, -1.4909, -0.4410], [0.2494, -0.1127, -0.0281], [0.6850, -0.0626, 1.4508], [0.3874, 1.0611, 2.1892], [0.7615, 1.1805, 3.5882], [1.5829, 0.3800, 4.0283], [0.1339, 2.1065, 4.3733], [-0.3710, 2.1610, 1.5667], [-1.0819, 1.9800, 0.4407], [-1.0938, 0.5886, -0.2202], [-1.3341, 0.8420, -1.6121], [-0.7057, -2.1540, -2.6547], [-1.8421, -2.2677, -2.2476], [-0.3983, -2.3777, -3.9857], [2.5452, -1.5486, -1.5008], [2.0087, -1.7735, -3.2130], [0.9961, 0.4416, -0.6126], [1.2461, -0.8760, 1.9226], [0.4843, 1.9639, 5.2472], [-0.4699, 3.1523, 2.0547], [-1.6135, 2.8185, -0.0418], [-1.9554, 0.0069, 0.2058], [-1.2272, 0.0608, -2.1430], [-1.2464, -2.5824, -4.4146]], "mol_weight_g_mol": 226.2, "smiles": "C=C(O[C@@H]1C=C(C(=O)O)C=C[C@H]1O)C(=O)O", "total_charge": 0, "max_force_ev_per_a": 4.8, "total_energy_ha": -838.4472, "homo_lumo_gap_ev": 8.7, "relative_energy_kcal_mol": 0.0}



{"formula": "C6H10O2S", "method": "ωB97M-V/def2-TZVPD", "species": ["C", "C", "C", "C", "C", "C", "O", "O", "S", "H", "H", "H", "H", "H", "H", "H", "H", "H", "H"], "coordinates": [[1.8272, 1.8444, 1.0344], [0.2094, -0.1431, -0.3125], [-0.9906, -0.6003, -0.0638], [1.1646, 2.0898, -0.0866], [1.4675, -0.9131, -0.4891], [-1.4438, -1.9310, 0.0810], [-3.5704, -0.1498, 0.2258], [0.2847, 1.2026, -0.6068], [-2.3558, 0.6924, 0.1014], [1.4685, 1.0844, 1.7287], [1.3138, 2.8534, -0.7205], [2.4595, 2.6024, 1.3747], [1.2392, -1.9228, -0.3897], [2.1779, -0.4668, 0.2412], [1.9511, -0.6643, -1.4357], [-2.5962, -1.8573, 0.0587], [-1.3068, -2.2913, 1.0520], [-1.1184, -2.5445, -0.6256], [-2.1814, 1.1149, -1.1676]], "mol_weight_g_mol": 146.2, "total_charge": 0, "max_force_ev_per_a": 5.1, "total_energy_ha": -783.1544, "homo_lumo_gap_ev": 9.5, "relative_energy_kcal_mol": 64.0}



{"formula": "C29H35F3MgN4O2P2", "method": "ωB97M-V/def2-TZVPD", "species": ["Mg", "C", "C", "C", "C", "C", "C", "C", "C", "C", "H", "H", "H", "H", "H", "H", "H", "H", "H", "H", "H", "H", "H", "H", "H", "P", "P", "N", "N", "N", "N", "C", "C", "C", "C", "C", "C", "C", "C", "C", "C", "C", "C", "C", "C", "C", "C", "C", "C", "H", "H", "H", "H", "H", "H", "H", "H", "H", "H", "H", "H", "H", "H", "H", "H", "H", "H", "H", "H", "F", "C", "F", "F", "C", "O", "O"], "coordinates": [[-0.4799, -1.8510, 0.9701], [-0.4654, 3.6094, 4.0943], [-0.9807, 2.7471, 3.2061], [-0.2381, 2.2797, 1.9769], [1.1630, 1.6667, 2.2486], [2.3436, 2.4817, 1.8194], [2.4638, 3.8056, 1.9970], [1.4447, 4.6599, 2.6985], [0.9646, 4.0694, 4.0519], [1.2346, -2.9685, 1.7237], [-1.0715, 3.9947, 4.9212], [-1.9957, 2.3450, 3.3356], [-0.1555, 3.0806, 1.2235], [-0.8559, 1.4884, 1.5254], [1.2394, 1.3710, 3.3080], [1.2236, 0.7191, 1.6923], [3.1656, 1.9178, 1.3716], [3.3355, 4.3403, 1.6089], [0.5971, 4.8652, 2.0285], [1.9134, 5.6351, 2.9112], [1.6288, 3.2375, 4.3206], [1.0924, 4.8496, 4.8163], [0.9310, -3.5060, 2.6491], [2.1319, -2.3557, 1.9390], [1.5338, -3.7412, 0.9993], [1.3876, -1.6242, -0.7133], [-2.3763, -0.7022, -0.6500], [2.6681, -0.4356, -1.0021], [1.9729, -2.8210, -1.8711], [-2.2853, 0.8646, -1.5077], [-3.8897, -1.1725, -1.6076], [0.1843, -0.8118, -1.7687], [-1.1666, -1.5610, -1.7404], [3.8621, -0.4528, -0.2807], [4.7542, 0.4241, -0.8832], [4.0972, 0.9981, -2.0159], [2.8223, 0.4556, -2.0647], [2.4352, -4.0951, -1.5273], [2.9888, -4.6748, -2.6553], [2.8710, -3.7331, -3.7275], [2.2579, -2.5980, -3.2226], [-2.7837, 2.0726, -0.9964], [-2.6188, 3.0685, -1.9524], [-1.9522, 2.4804, -3.0751], [-1.8218, 1.1265, -2.8074], [-4.5160, -0.5556, -2.7019], [-5.3870, -1.4577, -3.3116], [-5.3212, -2.6767, -2.5564], [-4.4096, -2.4717, -1.5246], [0.5301, -0.7520, -2.8084], [0.1020, 0.2267, -1.4061], [-1.5645, -1.6611, -2.7608], [-1.0852, -2.5939, -1.3242], [3.9298, -1.0775, 0.5987], [5.7630, 0.6276, -0.5515], [4.4948, 1.7125, -2.7262], [2.0000, 0.6526, -2.7407], [2.3255, -4.4586, -0.5178], [3.4488, -5.6510, -2.6920], [3.2168, -3.8563, -4.7424], [1.9911, -1.6647, -3.7004], [-3.2021, 2.1078, 0.0022], [-2.9572, 4.0912, -1.8677], [-1.5956, 2.9773, -3.9667], [-1.4037, 0.3367, -3.4163], [-4.3094, 0.4716, -2.9613], [-5.9808, -1.2613, -4.1939], [-5.8714, -3.5819, -2.7672], [-4.0930, -3.1230, -0.7271], [-2.4453, -0.5964, 5.0754], [-1.8275, -1.7185, 4.6228], [-0.6307, -1.8194, 5.2706], [-2.5754, -2.7978, 4.9264], [-1.5156, -1.6673, 3.0843], [-0.6982, -0.7721, 2.7242], [-1.9836, -2.5396, 2.2930]], "mol_weight_g_mol": 614.9, "total_charge": 0, "max_force_ev_per_a": 5.1, "total_energy_ha": -2677.8781, "homo_lumo_gap_ev": 6.8, "relative_energy_kcal_mol": 25.0}



{"formula": "C9H24Cu4O11", "method": "ωB97M-V/def2-TZVPD", "species": ["Cu", "Cu", "Cu", "Cu", "C", "O", "O", "O", "C", "C", "O", "O", "H", "H", "H", "H", "H", "H", "C", "C", "O", "O", "H", "H", "H", "H", "H", "H", "C", "C", "O", "O", "H", "H", "H", "H", "H", "H", "C", "C", "O", "O", "H", "H", "H", "H", "H", "H"], "coordinates": [[5.8947, -1.4436, 0.0352], [0.2172, 5.1743, 0.3511], [4.1585, 0.9352, 4.1487], [5.4861, 4.2136, 0.4534], [1.9084, 1.4130, 0.7315], [2.3618, 2.4037, 1.3303], [0.8400, 1.4926, 0.0726], [2.5243, 0.3514, 0.9213], [1.5192, -4.0332, 3.0172], [1.1457, -5.0059, 1.8601], [1.7029, -4.5981, 0.6571], [0.7236, -2.8839, 3.0596], [2.5421, -3.6586, 2.9800], [1.3612, -4.5782, 3.9479], [0.0584, -5.0156, 1.9361], [1.3737, -6.0414, 2.1130], [1.3516, -3.7221, 0.4816], [1.1594, -2.3152, 2.4206], [-2.8889, -1.0342, -1.3282], [-1.9731, -2.2440, -1.5986], [-0.6859, -1.9905, -1.9325], [-2.7537, -0.3769, -0.0552], [-3.9055, -1.4229, -1.2680], [-2.8065, -0.3040, -2.1332], [-2.4075, -2.8717, -2.3767], [-1.7951, -2.7914, -0.6730], [-0.3698, -1.2089, -1.4734], [-1.9487, 0.1430, -0.1121], [0.3496, 1.7470, -5.8234], [1.0081, 0.8101, -6.8164], [2.0432, 1.4636, -7.4656], [1.2484, 1.9934, -4.7452], [-0.5616, 1.2727, -5.4591], [0.1207, 2.6823, -6.3342], [0.2653, 0.5702, -7.5772], [1.2509, -0.1754, -6.4189], [2.5929, 0.8802, -7.9938], [0.7596, 1.8343, -3.9344], [-2.9005, 3.4453, 3.9962], [-2.2959, 2.0729, 4.5391], [-1.9224, 2.2640, 5.9102], [-1.9627, 4.4340, 3.7004], [-3.7223, 3.8197, 4.6065], [-3.3031, 3.2192, 3.0088], [-1.4198, 1.8031, 3.9495], [-3.0366, 1.2772, 4.4586], [-1.8363, 1.4018, 6.3237], [-1.4713, 4.5977, 4.5087]], "mol_weight_g_mol": 562.5, "total_charge": 2, "max_force_ev_per_a": 5.4, "total_energy_ha": -7745.7264, "homo_lumo_gap_ev": 2.9, "relative_energy_kcal_mol": 264.7}



{"formula": "C5H6NS", "method": "ωB97M-V/def2-TZVPD", "species": ["C", "C", "C", "C", "C", "N", "S", "H", "H", "H", "H", "H", "H"], "coordinates": [[1.8566, 0.2371, 0.1246], [0.7200, 2.1457, 0.1890], [1.7819, 2.5199, 0.9902], [-1.6573, -1.0852, -0.9031], [-0.6934, -1.3836, -0.3943], [0.8176, 0.8767, -0.3114], [2.8173, 1.2369, 1.0722], [-0.0143, 2.8980, 0.1221], [1.8385, 3.4561, 1.6759], [-2.4931, -0.6048, -1.2331], [0.1574, -1.5861, 0.1130], [-0.0033, 0.5933, -0.7619], [2.0842, -0.8129, -0.2301]], "mol_weight_g_mol": 112.2, "total_charge": 1, "spin_multiplicity": 3, "max_force_ev_per_a": 7.9, "total_energy_ha": -646.5352, "homo_lumo_gap_ev": [7.0, 6.6], "s2": 2.01, "relative_energy_kcal_mol": 44.2}



{"formula": "C4H7NO2", "method": "ωB97M-V/def2-TZVPD", "species": ["C", "N", "C", "C", "O", "C", "O", "H", "H", "H", "H", "H", "H", "H"], "coordinates": [[-1.9286, -1.0976, 1.0333], [-1.0984, -0.1918, 1.7800], [-0.1139, 0.4684, 1.5622], [0.6537, -0.4934, -1.1355], [0.8372, 0.7284, -1.5833], [1.7439, 1.5759, -1.2585], [0.8309, 1.1746, 1.5337], [-1.9828, -0.8064, -0.0204], [-1.5305, -2.1149, 1.0947], [-2.9323, -1.1000, 1.4616], [-0.0520, -1.0694, -1.7155], [1.4493, -0.9405, -0.5476], [1.6296, 2.5631, -1.6803], [2.4939, 1.3035, -0.5245]], "mol_weight_g_mol": 101.1, "total_charge": 0, "max_force_ev_per_a": 1.0, "total_energy_ha": -361.7093, "homo_lumo_gap_ev": [8.5, 8.0], "relative_energy_kcal_mol": 107.6}



{"formula": "C26H50F5N2O", "method": "ωB97M-V/def2-TZVPD", "species": ["C", "O", "C", "C", "N", "N", "C", "C", "C", "C", "F", "F", "C", "F", "F", "F", "H", "H", "H", "H", "H", "H", "H", "H", "C", "C", "C", "C", "C", "C", "H", "H", "H", "H", "H", "H", "H", "H", "H", "H", "H", "H", "H", "H", "C", "C", "C", "C", "C", "C", "H", "H", "H", "H", "H", "H", "H", "H", "H", "H", "H", "H", "H", "H", "C", "C", "C", "C", "C", "C", "H", "H", "H", "H", "H", "H", "H", "H", "H", "H", "H", "H", "H", "H"], "coordinates": [[-2.2601, 4.5327, 1.7908], [-1.3702, 5.1018, 0.8268], [-0.3354, 4.2568, 0.4166], [0.7920, 4.2274, 1.4259], [0.9915, 3.0420, 1.9692], [1.9905, 2.9264, 2.8379], [2.8055, 3.8869, 3.2121], [2.6221, 5.1592, 2.6791], [1.5938, 5.3537, 1.7823], [1.3106, 6.7447, 1.1924], [1.1124, 6.6306, -0.1341], [0.2050, 7.2385, 1.7690], [2.4254, 7.8038, 1.3857], [3.5847, 7.3407, 0.9225], [2.5783, 8.0853, 2.6775], [2.1064, 8.8804, 0.7499], [-2.5272, 5.3133, 2.5010], [-3.1680, 4.1970, 1.2874], [-1.8037, 3.6937, 2.3179], [-0.6849, 3.2312, 0.2661], [0.0366, 4.6103, -0.5438], [2.1100, 1.9903, 3.2163], [3.5898, 3.6436, 3.9155], [3.2924, 5.9399, 2.9979], [-2.2292, 2.2512, -2.0943], [-3.5606, 1.7944, -2.6801], [-4.7485, 2.0723, -1.7607], [-4.6830, 1.3748, -0.4003], [-4.5499, -0.1463, -0.4631], [-5.7234, -0.8315, -1.1564], [-2.0013, 1.7227, -1.1648], [-1.4079, 2.0648, -2.7881], [-2.2529, 3.3242, -1.8812], [-3.5064, 0.7285, -2.9147], [-3.7270, 2.3054, -3.6308], [-5.6686, 1.7858, -2.2748], [-4.8239, 3.1520, -1.5947], [-5.5865, 1.6288, 0.1622], [-3.8458, 1.7792, 0.1796], [-4.4654, -0.5292, 0.5573], [-3.6181, -0.4204, -0.9669], [-6.6627, -0.5975, -0.6520], [-5.6018, -1.9148, -1.1485], [-5.8158, -0.5209, -2.1977], [2.9225, 0.7848, 0.1659], [2.6689, -0.6651, -0.2285], [1.8555, -1.4290, 0.8148], [2.5117, -1.5396, 2.1920], [3.8935, -2.1915, 2.1922], [3.8799, -3.6275, 1.6771], [3.5109, 0.8494, 1.0868], [3.4726, 1.3186, -0.6103], [1.9719, 1.3020, 0.3225], [3.6223, -1.1656, -0.4125], [2.1268, -0.6862, -1.1762], [1.6431, -2.4294, 0.4344], [0.8802, -0.9424, 0.9295], [1.8481, -2.1129, 2.8456], [2.5898, -0.5424, 2.6478], [4.2838, -2.1811, 3.2130], [4.5908, -1.5961, 1.5954], [3.2119, -4.2494, 2.2758], [4.8762, -4.0662, 1.7247], [3.5479, -3.6825, 0.6394], [-0.7968, -8.0218, -1.6695], [-0.2265, -7.0216, -2.6708], [1.0908, -6.3912, -2.2217], [1.0063, -5.5870, -0.9235], [-0.0129, -4.4489, -0.9399], [0.2775, -3.3881, -1.9983], [-1.0310, -7.5499, -0.7139], [-1.7165, -8.4698, -2.0462], [-0.0863, -8.8286, -1.4795], [-0.9672, -6.2417, -2.8698], [-0.0593, -7.5273, -3.6246], [1.4719, -5.7533, -3.0240], [1.8354, -7.1819, -2.0900], [1.9974, -5.1726, -0.7078], [0.7753, -6.2571, -0.0912], [-0.0222, -3.9784, 0.0479], [-1.0194, -4.8471, -1.0906], [1.2710, -2.9557, -1.8537], [-0.4526, -2.5778, -1.9481], [0.2382, -3.8021, -3.0060]], "mol_weight_g_mol": 501.7, "total_charge": 1, "max_force_ev_per_a": 1.3, "total_energy_ha": -1704.4753, "homo_lumo_gap_ev": 6.9}



{"formula": "C4H7NO", "method": "ωB97M-V/def2-TZVPD", "species": ["C", "N", "C", "C", "C", "O", "H", "H", "H", "H", "H", "H", "H"], "coordinates": [[-1.7824, 0.3474, -0.0760], [-0.3640, 0.1677, -0.1030], [0.3823, -1.0610, 0.0381], [1.6708, -0.1529, 0.1635], [0.7152, 1.0024, -0.1570], [0.8185, 2.1720, -0.4399], [-2.2079, -0.5876, 0.3157], [-2.0512, 1.1619, 0.6036], [-2.1878, 0.5327, -1.0746], [0.2970, -1.7278, -0.8315], [0.0624, -1.6128, 0.9340], [2.0268, -0.1867, 1.1960], [2.5431, -0.1799, -0.4990]], "mol_weight_g_mol": 85.1, "smiles": "CN1CCC1=O", "total_charge": 0, "max_force_ev_per_a": 0.7, "total_energy_ha": -286.5887, "homo_lumo_gap_ev": 10.2, "relative_energy_kcal_mol": 27.0}



{"formula": "C8H15N2S", "method": "ωB97M-V/def2-TZVPD", "species": ["C", "C", "C", "C", "C", "C", "C", "C", "N", "N", "S", "H", "H", "H", "H", "H", "H", "H", "H", "H", "H", "H", "H", "H", "H", "H"], "coordinates": [[-2.1493, 1.7657, 0.7634], [-2.2907, 0.4485, 1.1210], [1.7778, -1.0221, 0.0886], [-1.1083, 2.3338, -0.0559], [-0.7785, 1.4098, -1.2177], [-1.2882, -0.5762, 0.6450], [-0.2980, 0.0488, -0.7075], [3.1760, -0.7882, 0.4674], [1.4307, -2.2839, -0.1132], [1.0453, 0.0456, -0.1919], [-2.0077, -2.2183, 0.1760], [-2.9425, 2.3482, 0.9638], [-3.0537, 0.0160, 1.7574], [-1.4637, 3.2933, -0.3335], [-0.3329, 2.6513, 0.6188], [-1.7356, 1.2772, -1.8425], [0.1290, 1.8710, -1.8044], [-0.4157, -0.7802, 1.2454], [-0.4889, -0.7174, -1.5042], [4.0036, -1.3613, -0.0539], [3.2922, -1.1503, 1.5239], [3.6302, 0.1994, 0.5242], [2.1360, -2.9873, 0.1277], [0.7420, -2.6857, -0.7751], [1.5810, 0.8694, -0.4631], [-2.5900, -2.0069, -0.9595]], "mol_weight_g_mol": 171.3, "total_charge": 1, "spin_multiplicity": 3, "max_force_ev_per_a": 4.7, "total_energy_ha": -821.0600, "homo_lumo_gap_ev": [4.0, 5.0], "s2": 2.01, "relative_energy_kcal_mol": 63.0}



{"formula": "C3H6N4", "method": "ωB97M-V/def2-TZVPD", "species": ["C", "N", "C", "N", "N", "C", "N", "H", "H", "H", "H", "H", "H"], "coordinates": [[0.7338, 1.1572, 0.9874], [0.0241, -0.1260, 0.7010], [0.6763, -1.3377, 0.1860], [0.5754, -1.5761, -1.0989], [-0.0475, -0.5495, -1.9518], [-0.9887, 0.0466, -1.3656], [-1.2581, -0.0781, 0.0632], [1.6607, 1.0970, 1.6714], [1.0726, 1.7372, 0.0928], [-0.0334, 1.8354, 1.5831], [1.1872, -2.1297, 0.7806], [-1.5561, 0.6691, -2.0183], [-2.0463, -0.7454, 0.3690]], "mol_weight_g_mol": 98.1, "smiles": "CN1C=NN=CN1", "total_charge": 0, "max_force_ev_per_a": 3.3, "total_energy_ha": -336.7999, "homo_lumo_gap_ev": 10.3, "relative_energy_kcal_mol": 93.7}



{"formula": "C4H5FS2", "method": "ωB97M-V/def2-TZVPD", "species": ["C", "C", "C", "C", "H", "H", "H", "H", "H", "F", "S", "S"], "coordinates": [[0.7807, -1.1911, -0.0731], [0.9440, 0.3088, -0.3181], [0.0202, 1.2617, 0.3529], [-1.0896, 0.9104, 1.0527], [-1.7157, -0.7731, -1.7474], [0.3829, -1.2880, 0.9094], [1.8191, -1.5815, -0.2885], [0.1075, 2.3059, 0.3812], [-1.8920, 1.5181, 1.3938], [-1.3445, -0.3404, 1.2926], [-0.0910, -1.9207, -1.4961], [2.0785, 0.7901, -1.4593]], "mol_weight_g_mol": 136.2, "total_charge": 0, "max_force_ev_per_a": 4.0, "total_energy_ha": -1051.4995, "homo_lumo_gap_ev": 7.8, "relative_energy_kcal_mol": 73.6}